C3H11N | the ωB97M-V functional and the def2-TZVPD basis

Properties
**Total energy**: -4778.3829 eV
**Relative energy (zero: lowest compared OMol25 entry of this formula, charge and spin)**: 1.113 eV
**Structure (SMILES)**: CCN.C
**Gap between HOMO and LUMO**: 10.438 eV
**Max |F|**: 4.496 eV/Å

CARTESIAN COORDINATES (ANGSTROEM)
C -2.7837 0.5408 -0.4107
H -1.8546 1.1182 -0.6935
H -2.7376 -0.4157 0.1873
H -3.2528 0.6378 -1.2923
H -3.3515 1.1248 0.3399
C 1.6361 -0.3769 1.2576
C 0.5914 0.1546 0.2295
N 1.0399 -0.3671 -1.0638
H 2.6006 0.0838 1.1462
H 1.3140 -0.2129 2.2609
H 1.6803 -1.3626 1.1068
H -0.3824 -0.1278 0.6070
H 0.6473 1.2966 0.1569
H 0.3902 -0.0892 -1.7622
H 1.0047 -1.3941 -1.0679

=====

C3H11N2 | the ωB97M-V functional and the def2-TZVPD basis

Properties
**⟨S²⟩**: 0.753
**Total energy**: -6266.9163 eV
**Relative energy (zero: lowest compared OMol25 entry of this formula, charge and spin)**: 0.764 eV
**Multiplicity**: 2
**Gap between HOMO and LUMO (spin up / spin down)**: 6.248 / 9.898 eV
**Max |F|**: 5.113 eV/Å

CARTESIAN COORDINATES (ANGSTROEM)
C -2.2681 -0.6345 -0.7207
C -2.7383 -1.6325 0.2955
H -3.0975 -0.6248 -1.4499
H -2.2790 0.3928 -0.2904
H -1.3709 -0.7760 -1.2531
H -2.8756 -2.6509 -0.1574
H -3.7982 -1.3044 0.5062
H -2.1304 -1.9122 1.1624
N 1.1689 0.3469 1.0149
C 2.0348 0.4355 -0.0048
N 2.3998 1.5790 -0.5200
H 1.2872 0.8738 1.9298
H 0.3366 -0.1942 0.9719
H 2.2043 -0.3812 -0.6367
H 2.3133 1.6226 -1.5468
H 2.2588 2.4628 -0.1207

=====

C3H11N2 | the ωB97M-V functional and the def2-TZVPD basis

Properties
**Total energy**: -6255.0984 eV
**Relative energy (zero: lowest compared OMol25 entry of this formula, charge and spin)**: 8.483 eV
**Charge**: +1
**Gap between HOMO and LUMO**: 4.692 eV
**Max |F|**: 5.345 eV/Å

CARTESIAN COORDINATES (ANGSTROEM)
C 3.1068 -0.4796 -0.7671
C -0.5143 0.3249 1.2512
C -1.4905 0.0928 0.0178
N -2.8546 0.6641 -0.0794
N 1.6587 -0.6136 -0.2723
H 3.1993 0.6057 -0.9617
H 3.2470 -1.1688 -1.5674
H -1.0840 0.0522 2.1057
H -0.4439 1.4294 1.3619
H -1.8519 -0.9530 -0.0465
H -0.9092 0.3724 -0.9366
H -3.1308 0.6187 -1.0473
H -3.1523 1.6067 0.3180
H 0.7501 -0.2380 0.5526
H 1.2964 -1.6291 -0.3989
H 3.8382 -0.6778 0.0707

=====

C3H11N2 | the ωB97M-V functional and the def2-TZVPD basis

Properties
**Total energy**: -6262.7725 eV
**Relative energy (zero: lowest compared OMol25 entry of this formula, charge and spin)**: 0.809 eV
**Structure (SMILES)**: NCCC[NH3+]
**Charge**: +1
**Gap between HOMO and LUMO**: 9.429 eV
**Max |F|**: 1.006 eV/Å

CARTESIAN COORDINATES (ANGSTROEM)
C -1.4154 -0.2007 0.3377
C -0.4042 0.7554 -0.2353
C 1.0162 0.6459 0.3680
N 2.0311 0.9376 -0.6304
N -1.0287 -1.6229 -0.1060
H -1.4553 -0.2012 1.4201
H -2.4169 -0.0080 -0.0289
H -0.3250 0.5795 -1.3049
H -0.7229 1.8035 -0.1933
H 1.2191 -0.3223 0.8391
H 1.0609 1.3353 1.2145
H 2.4466 1.8521 -0.5155
H 2.7959 0.2766 -0.6133
H -0.8850 -2.2197 0.7100
H -0.1431 -1.5683 -0.6064
H -1.7734 -2.0430 -0.6555

=====

C3H11N2 | the ωB97M-V functional and the def2-TZVPD basis

Properties
**Total energy**: -6255.2964 eV
**Relative energy (zero: lowest compared OMol25 entry of this formula, charge and spin)**: 8.285 eV
**Charge**: +1
**Gap between HOMO and LUMO**: 5.665 eV
**Max |F|**: 6.976 eV/Å

CARTESIAN COORDINATES (ANGSTROEM)
C -1.5258 0.9849 -0.0511
C 1.0561 0.1901 0.7588
C 1.4450 -1.2096 0.2485
N 1.7206 -1.3836 -1.3190
N -2.9344 0.7485 0.2238
H -0.6716 0.1151 0.1882
H -1.4544 0.9890 -1.2235
H 1.6024 0.6082 1.7647
H 1.6773 0.9416 -0.0858
H 2.1513 -1.6990 0.8807
H 0.7112 -2.0172 0.2742
H 2.6826 -1.5267 -1.4622
H 1.2104 -0.4695 -1.8505
H -3.5323 1.5106 -0.0423
H -2.9981 0.4489 1.2284
H -1.1404 1.7687 0.4670

=====

C3H11N2 | the ωB97M-V functional and the def2-TZVPD basis

Properties
**Total energy**: -6262.0945 eV
**Relative energy (zero: lowest compared OMol25 entry of this formula, charge and spin)**: 1.487 eV
**Charge**: +1
**Gap between HOMO and LUMO**: 11.262 eV
**Max |F|**: 1.942 eV/Å

CARTESIAN COORDINATES (ANGSTROEM)
C -2.2095 0.3335 -0.5661
N -1.5499 0.2018 -1.6494
H -2.1487 -0.3709 0.2677
H -3.0585 1.0285 -0.5173
H -2.0988 0.5162 -2.4473
H 0.0440 -0.0600 -0.6918
C 0.8933 -0.5244 1.9298
C 1.5366 0.2643 0.7710
N 1.0722 -0.1842 -0.5672
H 1.4268 -0.3167 2.8501
H 0.9363 -1.5902 1.7032
H -0.1556 -0.2309 2.0359
H 2.5985 0.0280 0.8582
H 1.3164 1.3173 0.9521
H 1.2967 -1.1531 -0.8143
H 1.5125 0.3023 -1.3545

=====

C3H11N2 | the ωB97M-V functional and the def2-TZVPD basis

Properties
**Total energy**: -6262.7529 eV
**Relative energy (zero: lowest compared OMol25 entry of this formula, charge and spin)**: 0.829 eV
**Structure (SMILES)**: C[NH2+]CCN
**Charge**: +1
**Gap between HOMO and LUMO**: 11.030 eV
**Max |F|**: 2.344 eV/Å

CARTESIAN COORDINATES (ANGSTROEM)
C -1.2307 0.3828 0.5302
N -1.3164 -0.8280 1.2922
C -0.5683 0.1066 -0.8635
N 0.7413 -0.5506 -0.5413
C 1.8836 0.4103 -0.3744
H -2.2062 0.8723 0.3694
H -0.7068 1.2754 0.9105
H -2.2462 -1.1867 1.3549
H -0.8191 -0.7202 2.1628
H -1.1588 -0.5999 -1.4332
H -0.5052 1.0828 -1.3543
H 0.9865 -1.0596 -1.3859
H 0.5980 -1.1782 0.2571
H 2.4667 0.5620 -1.2784
H 1.4956 1.3693 -0.0349
H 2.5860 0.0617 0.3887

=====

C3H11N2 | the ωB97M-V functional and the def2-TZVPD basis

Properties
**Total energy**: -6261.7665 eV
**Relative energy (zero: lowest compared OMol25 entry of this formula, charge and spin)**: 1.815 eV
**Charge**: +1
**Gap between HOMO and LUMO**: 9.863 eV
**Max |F|**: 3.465 eV/Å

CARTESIAN COORDINATES (ANGSTROEM)
C 2.6185 0.1745 0.3327
N 1.7224 -0.7903 0.3168
H 2.3082 1.1215 -0.1976
H 3.5808 0.1155 0.8103
H 1.9866 -1.7253 0.7571
H 0.6539 -0.7387 -0.2473
C -1.4440 0.9270 0.7650
C -1.2345 0.3794 -0.7007
N -0.7975 -1.0238 -0.7161
H -0.7408 0.5199 1.4764
H -1.3540 2.0345 0.5703
H -2.5025 0.4819 1.0864
H -2.1951 0.5043 -1.3025
H -0.4810 1.1087 -1.1792
H -1.3359 -1.6604 -0.1430
H -0.7851 -1.4283 -1.6287

=====

C3H11N2 | the ωB97M-V functional and the def2-TZVPD basis

Properties
**Total energy**: -6262.7140 eV
**Relative energy (zero: lowest compared OMol25 entry of this formula, charge and spin)**: 0.868 eV
**Charge**: +1
**Gap between HOMO and LUMO**: 10.431 eV
**Max |F|**: 2.635 eV/Å

CARTESIAN COORDINATES (ANGSTROEM)
C -0.2502 -2.7513 -0.8025
C 0.4468 -1.8132 0.2016
H -1.2328 -2.4768 -1.1428
H -0.1428 -3.7812 -0.4642
H 0.4918 -2.8216 -1.6094
H 1.1730 -2.3359 0.7975
H 1.0587 -1.0505 -0.2737
H -0.2707 -1.3885 0.8992
N 0.3712 1.3042 -0.0698
C -0.2574 2.4604 -0.1041
N -0.6764 3.1121 0.9493
H 0.6744 0.9306 0.8194
H 0.2707 0.6650 -0.8442
H -0.2271 2.9908 -1.0500
H -1.0444 4.0394 0.7953
H -0.3850 2.9163 1.8983

=====

C3H11N2O | the ωB97M-V functional and the def2-TZVPD basis

Properties
**⟨S²⟩**: 0.753
**Total energy**: -8313.6648 eV
**Relative energy (zero: lowest compared OMol25 entry of this formula, charge and spin)**: 1.368 eV
**Multiplicity**: 2
**Gap between HOMO and LUMO (spin up / spin down)**: 5.348 / 10.364 eV
**Max |F|**: 6.486 eV/Å

CARTESIAN COORDINATES (ANGSTROEM)
C 0.1231 -0.2857 -2.5121
N -0.2955 0.4166 -1.2512
C -0.9460 -0.5205 -0.3757
O -1.2456 0.1129 0.9191
H 0.9529 -0.9905 -2.3129
H 0.5282 0.4378 -3.2087
H -0.6747 -0.8640 -3.0669
H -0.9405 1.1441 -1.6165
H -1.8404 -1.0102 -0.8092
H -0.2093 -1.2844 -0.1513
H -2.1815 0.1688 0.8980
C 0.8475 0.7053 1.8916
N 1.6585 -0.2402 1.5578
H 0.5173 1.4851 1.1593
H 0.3939 0.7168 2.8970
H 1.8956 -1.0132 2.1190
H 1.8353 -0.3220 0.5700